C46H116N14O14 | ωB97M-V/def2-TZVPD

Geometry as XYZ:
```
190
Properties=species:S:1:pos:R:3
C 10.56 -11.01 14.70
O 10.46 -12.35 14.51
H 9.96 -10.60 15.51
H 11.59 -10.75 14.99
H 10.45 -10.44 13.78
H 10.96 -12.55 13.68
C 7.07 -12.36 15.70
O 8.02 -13.31 15.30
H 6.93 -11.60 14.93
H 6.11 -12.86 15.70
H 7.30 -11.85 16.63
H 8.79 -12.86 14.94
C 6.94 -18.88 16.53
O 7.68 -18.24 17.51
H 6.25 -19.52 17.15
H 6.37 -18.18 15.91
H 7.52 -19.48 15.79
H 8.55 -17.99 17.19
C 12.65 -23.17 15.60
O 11.96 -21.96 15.49
H 12.04 -24.01 15.18
H 13.53 -23.18 14.94
H 13.13 -23.33 16.62
H 11.27 -21.97 16.17
C 13.45 -12.60 18.27
O 13.40 -13.34 19.41
H 13.54 -13.28 17.40
H 12.54 -12.05 18.15
H 14.27 -11.93 18.06
H 13.01 -12.99 20.22
C 11.41 -18.28 6.51
C 11.55 -17.34 7.70
C 11.41 -15.86 7.23
C 9.96 -15.56 7.02
C 9.13 -15.88 8.24
C 9.26 -17.31 8.73
N 10.67 -17.61 8.85
O 10.74 -19.02 9.17
C 8.58 -17.53 10.07
C 8.57 -18.23 7.73
C 13.01 -17.57 8.15
H 10.98 -19.25 6.68
H 12.30 -18.48 5.94
H 10.72 -17.87 5.76
H 11.89 -15.12 7.91
H 11.98 -15.77 6.29
H 9.64 -16.03 6.09
H 9.95 -14.47 6.78
H 8.11 -15.65 7.99
H 9.48 -15.15 9.03
H 8.75 -16.71 10.73
H 7.50 -17.64 9.82
H 8.98 -18.49 10.49
H 8.61 -19.24 7.89
H 7.47 -18.01 7.68
H 9.01 -18.03 6.75
H 13.12 -18.64 8.36
H 13.08 -16.96 9.07
H 13.70 -17.13 7.38
H 11.51 -19.03 9.74
C 12.82 -17.72 17.58
C 11.37 -17.39 17.67
C 11.06 -15.85 17.81
C 11.03 -15.05 16.44
C 10.13 -15.73 15.38
C 10.57 -17.23 15.21
N 10.49 -17.87 16.55
O 10.63 -19.28 16.43
C 9.50 -17.92 14.31
C 11.89 -17.32 14.53
C 10.75 -18.13 18.89
H 13.34 -17.48 18.50
H 13.26 -17.05 16.81
H 13.11 -18.77 17.57
H 10.06 -15.76 18.23
H 11.78 -15.30 18.51
H 12.11 -14.99 16.06
H 10.66 -14.06 16.71
H 10.26 -15.15 14.50
H 9.06 -15.58 15.75
H 9.68 -17.57 13.31
H 9.46 -19.00 14.23
H 8.56 -17.56 14.71
H 12.67 -16.67 14.82
H 12.33 -18.32 14.47
H 11.72 -17.08 13.50
H 10.92 -19.23 18.82
H 9.71 -18.04 18.87
H 11.16 -17.87 19.85
H 11.61 -19.42 16.28
C 12.44 -21.64 23.86
C 12.60 -21.13 22.41
C 12.94 -19.67 22.49
C 13.57 -19.10 21.15
C 14.87 -19.95 20.92
C 14.47 -21.42 20.64
N 13.72 -21.90 21.81
O 13.29 -23.25 21.60
C 13.68 -21.53 19.30
C 15.71 -22.26 20.56
C 11.27 -21.35 21.70
H 13.24 -21.25 24.52
H 12.50 -22.73 24.01
H 11.51 -21.27 24.29
H 12.05 -19.11 22.67
H 13.66 -19.40 23.20
H 13.80 -17.99 21.21
H 12.84 -19.28 20.31
H 15.49 -19.84 21.81
H 15.53 -19.51 20.22
H 12.96 -22.31 19.35
H 13.05 -20.73 19.01
H 14.38 -21.87 18.57
H 16.51 -21.70 19.99
H 16.17 -22.42 21.51
H 15.59 -23.18 19.93
H 11.01 -22.40 21.94
H 11.27 -21.18 20.62
H 10.49 -20.76 22.18
H 13.80 -23.76 22.17
C 3.99 -17.38 22.67
C 5.52 -17.49 22.94
C 5.68 -18.44 24.14
C 7.16 -18.72 24.38
C 7.59 -19.54 23.23
C 7.49 -18.76 21.91
N 6.09 -18.25 21.79
O 6.04 -17.55 20.59
C 8.62 -17.67 21.74
C 7.77 -19.77 20.81
C 6.10 -16.12 23.18
H 3.40 -18.31 22.53
H 3.77 -16.76 21.81
H 3.59 -16.89 23.56
H 5.33 -18.04 25.08
H 5.14 -19.36 24.05
H 7.28 -19.25 25.36
H 7.72 -17.80 24.42
H 6.89 -20.40 23.15
H 8.60 -19.95 23.26
H 8.70 -17.41 20.69
H 8.45 -16.80 22.34
H 9.57 -18.16 21.90
H 7.07 -20.65 20.86
H 7.74 -19.34 19.83
H 8.81 -20.10 20.95
H 6.89 -16.10 23.86
H 5.37 -15.37 23.55
H 6.39 -15.66 22.19
H 6.58 -16.76 20.59
C 12.13 -14.70 11.97
O 11.95 -13.69 12.62
N 13.33 -15.16 11.52
N 11.13 -15.53 11.55
H 13.38 -16.16 11.48
H 14.08 -14.55 11.88
H 11.30 -16.02 10.67
H 10.20 -15.13 11.54
C 12.13 -19.86 11.97
O 12.63 -19.00 11.26
N 10.84 -20.23 11.85
N 12.80 -20.51 12.96
H 10.19 -19.56 11.52
H 10.56 -21.05 12.35
H 13.79 -20.33 13.05
H 12.29 -21.05 13.64
C 9.47 -22.13 18.08
O 10.29 -22.81 17.46
N 9.28 -22.32 19.47
N 8.65 -21.22 17.58
H 8.61 -21.78 19.94
H 9.16 -23.23 19.85
H 8.97 -20.90 16.68
H 8.00 -20.71 18.14
C 7.81 -14.85 18.69
O 7.87 -15.19 19.85
N 8.54 -13.74 18.33
N 7.02 -15.41 17.74
H 9.41 -13.72 18.83
H 8.69 -13.64 17.34
H 7.02 -15.04 16.83
H 6.49 -16.22 18.09
C 10.99 -13.97 21.61
O 11.94 -13.24 21.75
N 9.68 -13.66 21.84
N 11.15 -15.22 21.14
H 9.67 -12.65 21.91
H 9.01 -14.02 21.21
H 10.36 -15.82 20.95
H 12.11 -15.59 21.18
```

E_HOMO = -0.3099 hartree
Frontier orbital gap = 8.85 eV
E = -3642.1648 Ha
Molecular weight = 1089.5 u
Lowest unoccupied orbital energy = 0.4176 eV